1.
C30H59FN3O16PS6 | the ωB97M-V functional and the def2-TZVPD basis

Relative energy (zero: lowest compared OMol25 entry of this formula, charge and spin) in kJ/mol: 0.0
E_LUMO in eV: -0.59
M in Da: 960.181
Total charge: 0
Structure (SMILES): Cc1cccc(C[C@@]2(S)[C@](C[C@H](O)CN)(ON=O)[C@](F)([PH2]=S)OS(=O)(=O)[C@@]2(N)OC[C@@H](C)C(C)C)c1.CCOS(C)(=O)=O.CCOS(C)(=O)=O.CCOS(C)(=O)=O

Element x y z (Å)
C1 -5.498420 0.171703 6.279446
C2 -4.614060 -0.434743 5.130004
C3 -5.290069 -1.346408 4.200944
C4 -4.490435 -1.961316 3.159939
C5 -3.058465 -1.651741 3.051646
C6 -2.355951 -0.731646 3.927422
C7 -0.857306 -0.363625 3.925016
C8 -0.196742 0.446134 2.763512
S1 1.627724 0.011405 3.029742
C9 -0.434546 -0.059230 1.218649
C10 -0.251820 -1.606068 1.153637
C11 -0.993785 -2.492022 0.090622
O1 -0.930652 -3.868094 0.569309
C12 -0.388731 -2.553866 -1.361836
N1 -0.881867 -3.728495 -2.126324
O2 0.780067 0.501864 0.595169
N2 0.970795 0.082541 -0.692262
O3 2.073635 -0.303786 -0.842301
C13 -1.624670 0.707182 0.532313
F1 -2.752716 0.907669 1.361313
P1 -2.344782 0.310190 -1.170340
S2 -1.408748 1.110886 -2.703797
O4 -1.112609 2.040429 0.228162
S3 -0.953982 3.018693 1.521941
O5 -2.231743 3.711330 1.678015
O6 0.024862 4.053305 1.172824
C14 -0.460580 2.033298 3.008885
N3 0.747139 2.561187 3.599701
O7 -1.568797 2.275373 3.904419
C15 -1.459355 3.507252 4.633665
C16 -2.944956 3.974719 4.970315
C17 -3.540308 3.283576 6.260667
C18 -2.904868 5.547796 5.221199
C19 -1.655338 5.954659 6.128938
C20 -2.847623 6.397818 3.897476
C21 -3.204072 -0.131743 4.989463
H1 -4.954818 0.943025 6.877098
H2 -5.675525 -0.688987 6.992141
H3 -6.507950 0.488579 5.926636
H4 -6.371827 -1.562014 4.330672
H5 -5.005242 -2.670487 2.467206
H6 -2.499574 -2.185764 2.256740
H7 -0.626571 0.150347 4.901241
H8 -0.284110 -1.334686 4.037364
H9 2.403617 0.989107 2.485822
H10 -0.461155 -2.165217 2.111536
H11 0.849535 -1.826218 1.016610
H12 -2.092893 -2.258867 0.144906
H13 -0.119308 -3.988620 1.093716
H14 0.722245 -2.726833 -1.241013
H15 -0.487828 -1.620903 -1.971977
H16 -1.862658 -3.912565 -1.896222
H17 -0.350905 -4.557226 -1.847794
H18 -3.618060 0.978181 -1.191983
H19 -2.623641 -1.031029 -1.488870
H20 0.944630 3.537604 3.402362
H21 0.920905 2.270262 4.554082
H22 -0.902392 3.357444 5.601796
H23 -1.027030 4.361247 4.039995
H24 -3.564124 3.820984 4.043798
H25 -4.515009 2.819488 5.978767
H26 -2.835267 2.599419 6.792653
H27 -3.775435 4.111993 6.991299
H28 -3.821090 5.883326 5.789821
H29 -0.760463 6.006864 5.457546
H30 -1.463400 5.173740 6.907519
H31 -1.787104 6.967354 6.590336
H32 -1.876355 6.204562 3.377625
H33 -2.899476 7.500978 4.124936
H34 -3.737068 6.152219 3.258210
H35 -2.710145 0.560766 5.717253
O8 0.686905 -3.703735 -8.639123
S4 -0.354066 -4.514976 -8.075686
O9 -1.729113 -4.334267 -8.435060
O10 -0.228269 -4.488842 -6.474309
C22 -0.208715 -3.216331 -5.811279
C23 -1.596317 -2.613329 -5.717368
C24 0.066846 -6.216685 -8.301552
H36 0.486528 -2.533138 -6.306426
H37 0.172888 -3.391164 -4.804059
H38 -1.972353 -2.336772 -6.703781
H39 -1.583137 -1.715341 -5.096349
H40 -2.300219 -3.331082 -5.292240
H41 1.096678 -6.371713 -7.983724
H42 -0.037960 -6.449835 -9.360081
H43 -0.617150 -6.829106 -7.717237
O11 4.148688 -7.364311 -4.995297
S5 4.185289 -6.963443 -6.371276
O12 3.457873 -7.668725 -7.386964
O13 5.716736 -6.826809 -6.834083
C25 6.587246 -7.948643 -6.644150
C26 6.360961 -9.021172 -7.692817
C27 3.768780 -5.248567 -6.473949
H44 6.478326 -8.353132 -5.634790
H45 7.606699 -7.570180 -6.731023
H46 5.381749 -9.487140 -7.573434
H47 7.118896 -9.802265 -7.612587
H48 6.395095 -8.593116 -8.696284
H49 4.354901 -4.699419 -5.740263
H50 2.705327 -5.147744 -6.256585
H51 3.976551 -4.894867 -7.482219
O14 2.776878 8.082949 1.030371
S6 2.919734 6.683983 0.747355
O15 3.062189 5.716718 1.797328
O16 4.122017 6.486377 -0.302400
C28 5.400196 7.046114 0.015830
C29 6.145547 6.205309 1.035282
C30 1.608959 6.174034 -0.318297
H52 5.293454 8.078859 0.357181
H53 5.969725 7.071692 -0.914413
H54 5.650274 6.235565 2.006878
H55 7.165276 6.572658 1.164083
H56 6.180033 5.160127 0.722307
H57 1.531205 6.878726 -1.143798
H58 0.689003 6.172546 0.263028
H59 1.820103 5.170356 -0.680921

Forces on the atoms, in the same order (eV/Å):
C 0.831 -1.410 0.229
C 0.027 -0.188 -0.844
C 2.769 0.469 -0.271
C 0.408 1.368 1.566
C -0.533 0.294 0.604
C -3.355 0.126 0.900
C 0.025 -1.382 0.581
C 0.195 0.255 -0.677
S -0.083 -0.270 0.908
C 0.780 0.354 0.913
C 0.324 -1.581 -0.191
C 0.011 -0.536 0.264
O 0.242 0.759 0.425
C 0.584 -0.379 0.088
N 0.012 0.499 0.254
O -0.515 0.118 1.235
N 0.458 -1.280 -1.107
O -0.472 0.801 -0.032
C -0.520 1.306 0.530
F 1.471 -0.902 -0.528
P -0.356 1.518 -2.978
S -0.023 -0.448 0.485
O -0.318 -1.155 1.323
S -1.227 5.632 -1.895
O 0.902 -2.341 0.626
O 0.306 -2.667 0.517
C 0.603 -0.380 2.578
N -0.056 0.754 -1.736
O 0.893 -0.672 -0.898
C -1.792 1.123 0.534
C 0.756 0.805 0.241
C -0.323 1.066 -0.304
C 0.517 0.858 0.319
C -0.352 -0.286 -0.659
C -0.282 -0.103 0.532
C -0.330 -1.136 -1.125
H -0.633 -0.484 -0.732
H 0.045 0.903 -0.602
H 0.958 0.049 0.171
H 0.953 0.161 -0.202
H 0.845 0.671 0.560
H -0.507 0.413 0.653
H -0.311 -0.240 -1.177
H -0.512 0.967 -0.309
H -0.862 -0.239 0.024
H -0.120 1.247 -0.761
H -1.077 0.608 0.064
H 0.928 -0.196 -0.446
H -0.349 0.076 -0.341
H -1.056 0.387 -0.027
H -0.105 -0.652 0.592
H 0.446 0.000 -0.170
H -0.450 0.408 -0.005
H 0.499 -0.706 0.984
H -0.077 0.026 0.958
H -0.104 -0.210 0.161
H -0.220 0.006 -0.297
H -0.320 0.141 -1.073
H -0.107 -1.197 0.427
H 0.568 -0.176 0.986
H 0.934 0.012 0.502
H -0.667 0.255 -0.660
H 0.168 -0.962 -0.590
H 0.700 -0.663 -0.644
H -0.548 0.000 0.694
H -0.166 0.836 -0.414
H 0.056 -0.980 -0.330
H -0.940 0.140 0.073
H 0.118 -1.098 -0.103
H 1.016 0.146 0.316
H -0.648 -0.667 -0.786
O -0.326 0.176 0.058
S 0.071 -0.692 0.470
O 0.293 0.287 -0.132
O 0.226 -0.361 -0.527
C -0.191 0.849 0.478
C -0.188 0.040 -0.256
C 0.066 -0.019 0.154
H -0.028 -0.166 -0.174
H -0.014 -0.325 -0.134
H 0.033 0.011 0.043
H 0.088 -0.064 0.044
H 0.106 0.027 0.081
H -0.046 -0.029 -0.025
H -0.022 0.147 0.023
H 0.016 0.072 -0.011
O -0.072 -0.362 -0.296
S 0.387 0.825 -0.215
O -0.030 -0.151 0.390
O -0.495 0.287 0.172
C 0.467 -0.779 -0.059
C -0.300 -0.089 -0.065
C 0.107 0.046 -0.067
H -0.156 0.138 -0.014
H -0.194 0.293 0.021
H 0.057 0.008 0.010
H 0.035 0.090 0.036
H 0.090 -0.001 0.062
H -0.003 -0.065 -0.026
H 0.024 -0.120 0.002
H -0.026 -0.047 0.035
O 0.248 -0.215 0.306
S -0.226 -0.348 -0.794
O 0.047 0.400 0.124
O -0.515 0.026 0.063
C 0.774 0.164 0.301
C -0.136 -0.091 0.266
C 0.075 0.081 -0.160
H -0.189 -0.068 -0.004
H -0.316 -0.069 -0.103
H 0.029 0.019 -0.046
H -0.034 0.021 -0.093
H 0.049 0.075 -0.061
H 0.091 0.007 0.059
H 0.126 -0.030 0.069
H -0.028 0.030 0.095

2.
C3H8N2OS | the ωB97M-V functional and the def2-TZVPD basis

Relative energy (zero: lowest compared OMol25 entry of this formula, charge and spin) in kJ/mol: 98.4
E_LUMO in eV: 0.65
M in Da: 120.177
Total charge: 0
Structure (SMILES): NC(=O)[C@@H](N)CS

Element x y z (Å)
N1 0.288126 0.433995 1.952845
C1 0.380960 0.302920 0.489326
C2 0.897599 -1.112542 0.145092
S1 0.636067 -1.946135 -1.442210
C3 -1.014993 0.503282 -0.114420
N2 -1.073407 1.038547 -1.390933
O1 -2.013527 0.150641 0.464343
H1 -0.510564 -0.095840 2.280255
H2 1.244629 -1.055146 -2.282182
H3 0.014516 1.390959 2.143321
H4 1.007688 1.139306 0.226122
H5 0.545572 -1.767139 0.940950
H6 1.958813 -1.183639 0.412695
H7 -0.540949 0.580516 -2.098529
H8 -1.820531 1.620275 -1.726675

Forces on the atoms, in the same order (eV/Å):
N 0.116 -0.181 -0.182
C -1.076 -0.284 0.585
C 1.439 0.182 1.015
S -0.145 0.621 -0.232
C -0.585 -0.592 -1.038
N 0.626 0.687 0.029
O -0.122 0.475 0.742
H -0.103 -0.297 -0.048
H -0.102 -0.363 0.574
H 0.216 0.143 0.128
H 0.491 -0.120 -0.839
H -0.828 -0.262 -0.342
H 0.055 0.471 -0.456
H 0.521 0.049 -0.244
H -0.504 -0.529 0.307

3.
C6H10 | the ωB97M-V functional and the def2-TZVPD basis

Relative energy (zero: lowest compared OMol25 entry of this formula, charge and spin) in kJ/mol: 220.4
E_LUMO in eV: 1.25
M in Da: 82.146
Total charge: 0
Structure (SMILES): C/C=C/C1CC1

Element x y z (Å)
C1 -0.717118 1.544747 1.961471
C2 -0.337363 0.950441 0.648786
C3 1.248738 -0.355274 -1.342568
C4 0.808267 -1.735918 -1.068138
C5 -0.362949 -0.811240 -1.052905
C6 -0.939430 -0.104649 0.104050
H1 -1.600894 1.047528 2.370668
H2 -0.906321 2.617072 1.876915
H3 0.097519 1.414201 2.688041
H4 0.492102 1.414429 0.112826
H5 1.408135 0.064871 -2.330992
H6 1.976203 0.077168 -0.604563
H7 1.129415 -2.178148 -0.138253
H8 0.795978 -2.385036 -1.929785
H9 -1.165640 -1.153670 -1.765138
H10 -1.926642 -0.406522 0.469584

Forces on the atoms, in the same order (eV/Å):
C -0.163 0.141 0.147
C -0.095 0.124 0.194
C -0.968 0.202 -0.369
C 0.134 -0.486 0.005
C 0.618 0.773 -0.096
C 0.272 -0.137 0.147
H 0.045 0.135 -0.006
H -0.036 0.008 0.095
H -0.143 0.053 -0.154
H -0.090 -0.272 0.336
H 0.125 -0.684 -0.091
H -1.604 -0.115 -0.441
H 0.207 -0.159 0.074
H -0.017 -0.452 0.116
H 1.320 1.116 -0.128
H 0.394 -0.247 0.172

4.
C13H21N2O5 | the ωB97M-V functional and the def2-TZVPD basis

Relative energy (zero: lowest compared OMol25 entry of this formula, charge and spin) in kJ/mol: 575.5
E_LUMO in eV: -5.77
M in Da: 285.320
Total charge: +1

Element x y z (Å)
O1 3.740746 -1.165250 -1.990565
C1 2.723414 -0.929861 -2.701601
O2 2.907743 -0.938875 -4.118977
C2 1.277824 -0.657839 -2.038267
C3 0.642592 0.765156 -2.426035
O3 -0.333445 1.278573 -1.479161
C4 -1.293117 0.300325 -1.105170
O4 -1.090488 -0.322688 -0.023397
C5 -2.633859 -0.050271 -1.891659
C6 -2.779974 -1.060766 -3.061137
C7 -4.217797 -1.280728 -3.655860
N1 -5.387945 -0.565996 -3.161468
C8 -5.321554 0.379612 -2.064147
C9 -3.949598 0.674317 -1.405265
H1 2.718042 -0.028781 -4.443746
H2 0.602346 -1.540806 -2.367580
H3 1.426702 -0.752498 -0.906231
H4 0.268477 0.720543 -3.508162
H5 1.517862 1.524060 -2.423790
H6 -1.865860 -1.638580 -3.435476
H7 -4.430316 -2.019261 -4.515281
H8 -6.338885 -0.735851 -3.549511
H9 -6.261838 0.917982 -1.668276
H10 -3.906180 1.406190 -0.531145
C10 3.069179 -0.170993 2.432286
C11 2.947708 0.594251 3.747783
C12 1.758349 0.136817 4.617387
O5 0.490264 0.611488 4.173359
C13 -0.084105 -0.149070 3.124085
N2 2.884019 2.032335 3.458085
H11 2.332931 0.147523 1.691092
H12 4.056411 -0.006954 1.988717
H13 2.952088 -1.246459 2.591581
H14 3.862675 0.400469 4.318553
H15 1.893658 0.558649 5.619086
H16 1.743799 -0.952857 4.740430
H17 0.149294 -1.214186 3.209611
H18 0.242670 0.238117 2.157758
H19 -1.168701 -0.027969 3.175830
H20 2.902077 2.544149 4.338786
H21 1.952792 2.225984 3.087477

Forces on the atoms, in the same order (eV/Å):
O -4.844 0.828 -2.852
C 3.800 -0.371 2.073
O -1.080 1.016 1.946
C 0.101 -0.660 -0.074
C 2.320 -0.268 -1.182
O -1.945 -2.221 -0.716
C 1.767 -1.994 3.991
O -1.562 2.489 -4.780
C -3.660 0.149 -1.736
C -3.223 1.951 1.533
C 1.164 1.434 1.914
N 3.057 0.765 1.884
C 3.934 -0.615 0.241
C -0.495 -2.345 -2.551
H 0.032 -0.846 0.091
H 0.987 1.442 0.465
H -0.115 0.268 -1.710
H 0.062 0.175 1.569
H -1.701 -1.038 0.209
H -1.768 0.883 0.425
H 0.472 1.394 1.614
H 1.201 -0.058 0.143
H 1.586 -1.208 -1.038
H -0.091 -1.176 -1.456
C 0.300 -0.143 -0.113
C -0.372 0.006 -0.264
C 0.156 0.264 0.240
O 0.178 -0.433 0.032
C -0.116 0.408 0.059
N -0.183 -0.015 0.256
H -0.034 0.044 0.109
H -0.154 0.027 0.076
H -0.013 0.048 -0.020
H -0.122 0.043 0.059
H -0.093 0.043 -0.103
H -0.032 -0.036 -0.155
H 0.084 0.018 -0.029
H 0.019 -0.226 -0.098
H 0.055 0.005 0.094
H 0.142 -0.004 -0.121
H 0.185 -0.041 -0.023

Which value of E_LUMO does entry 1 give?
-0.59 eV